{
  "formula": "C32H79F4N3O12P",
  "method": "ωB97M-V with the def2-TZVPD basis set",
  "homo_ev": -11.46,
  "charge": 1,
  "total_energy_ha": -3074.340328,
  "orbital_gap_ev": 7.551,
  "molar_mass_g_mol": 805.0,
  "largest_force_ev_per_a": 0.535,
  "species": ["P", "F", "F", "F", "F", "O", "O", "O", "O", "O", "O", "O", "O", "O", "O", "O", "O", "N", "N", "N", "C", "C", "C", "C", "C", "C", "C", "C", "C", "C", "C", "C", "C", "C", "C", "C", "C", "C", "C", "C", "C", "C", "C", "C", "C", "C", "C", "C", "C", "C", "C", "C", "H", "H", "H", "H", "H", "H", "H", "H", "H", "H", "H", "H", "H", "H", "H", "H", "H", "H", "H", "H", "H", "H", "H", "H", "H", "H", "H", "H", "H", "H", "H", "H", "H", "H", "H", "H", "H", "H", "H", "H", "H", "H", "H", "H", "H", "H", "H", "H", "H", "H", "H", "H", "H", "H", "H", "H", "H", "H", "H", "H", "H", "H", "H", "H", "H", "H", "H", "H", "H", "H", "H", "H", "H", "H", "H", "H", "H", "H", "H"],
  "xyz": [[2.9475, -0.9975, -5.8522], [-1.0181, -2.9125, -2.3719], [5.4059, -3.5348, -4.1024], [6.0156, -5.0795, -2.6927], [3.9401, -4.9543, -3.3303], [4.5030, -0.7988, -5.5196], [-4.9928, 7.1276, 7.6281], [1.7532, 3.6285, 4.7278], [4.5200, -1.8259, 1.2314], [-6.2363, 9.4628, 2.6322], [-5.8645, 5.5673, -0.3826], [-0.6249, -10.6925, -0.8367], [5.2056, -6.6610, 0.3578], [-2.3180, 3.8756, -0.9599], [1.2906, -3.2962, -9.0835], [-0.2058, 0.7624, -0.6780], [0.1925, 1.8811, 2.5468], [2.9072, -2.0359, -3.3413], [2.8616, -2.6562, -6.2360], [2.2977, -1.1683, -4.1136], [3.8691, -8.2011, -0.9885], [5.8068, -2.0829, 1.8136], [3.9229, -7.2620, 0.2005], [1.3587, -1.5120, -1.5874], [5.6958, -2.6702, 3.2045], [-6.3264, 8.3009, 4.7884], [0.4589, 2.0202, -0.5139], [-0.6205, -2.2226, -0.1195], [-3.5899, 3.2197, -1.0299], [-3.7335, 2.3882, -2.2904], [0.4798, -10.3727, -2.9916], [4.7466, -3.2877, -1.7948], [3.2959, -3.2054, -1.3234], [0.5984, -1.0277, -9.6648], [0.3428, -11.2184, -1.7397], [-6.8726, 6.5638, -0.5763], [0.2199, -2.4942, -9.5683], [5.0187, -4.2120, -2.9779], [0.7794, -0.5655, -2.4089], [1.2920, -0.4209, -3.6939], [-1.0859, 1.3141, 2.8095], [2.6641, 2.5935, 6.7489], [0.8570, -1.8170, -0.2033], [2.4855, -2.2074, -2.1091], [-0.3697, 0.3262, -1.9930], [-3.8463, 6.1855, 9.5712], [-2.1462, 2.3749, 3.0365], [2.9478, 3.2416, 5.4082], [-3.7247, 6.7970, 8.1886], [-1.0001, -3.3576, -1.0416], [-5.4707, 8.8196, 3.6503], [-6.3253, 7.9686, -0.4300], [-2.2101, 3.0360, 2.1707], [3.3338, -2.8670, -0.2904], [-1.3300, 0.7173, 1.9289], [2.7977, -4.1761, -1.3604], [-2.2597, 4.4639, -1.7195], [1.2484, -10.7728, -3.6541], [1.4332, -2.6447, 0.2069], [0.8588, -0.6297, -8.6792], [-2.9430, 1.6370, -2.3485], [6.6832, -2.8787, 3.6157], [-5.5179, 8.1383, -1.1441], [3.4508, 2.5431, 4.7408], [-3.1243, 1.9223, 3.2066], [-7.6906, 6.4010, 0.1325], [-1.4771, -10.6850, -1.2830], [-1.2902, -1.3763, -0.2750], [-1.0289, 0.6394, 3.6714], [-5.9315, 8.1321, 0.5734], [-4.3856, 3.9640, -0.9782], [3.5896, 2.2850, 7.2359], [4.0763, -7.6647, -1.9186], [-3.6478, 2.5867, -0.1442], [1.0334, -0.9460, 0.4321], [-3.2740, 6.0884, 7.4944], [5.1147, -2.2991, -2.0690], [-2.8663, 5.9165, 9.9673], [5.3754, -3.6290, -0.9729], [-7.0765, 7.6048, 4.4100], [0.9910, 2.3238, -1.4188], [3.5975, 4.1127, 5.5337], [-5.4172, 7.7641, 8.2124], [4.9250, -1.5493, -5.0715], [-1.8983, 2.9858, 3.9073], [2.3586, -3.1919, -5.5352], [3.1560, -6.4824, 0.1035], [3.7329, -7.8007, 1.1269], [-4.9545, 7.9973, 3.1535], [-7.2592, 6.3961, -1.5806], [1.2808, -11.2366, -1.1858], [0.0899, -12.2508, -2.0010], [-5.7210, 7.7931, 5.5396], [-0.6617, -2.6168, -8.9285], [-0.2705, 2.7777, -0.2305], [1.2884, 4.2654, 5.2798], [-0.8053, -2.5692, 0.9011], [-4.4679, 5.2907, 9.5373], [5.1259, -3.5992, 3.1822], [-4.6981, 1.8802, -2.3149], [-4.7097, 9.5097, 4.0303], [0.7451, -9.3489, -2.7229], [3.7878, -3.0732, -6.2795], [-6.8563, 9.1241, 5.2751], [6.3022, -2.7828, 1.1417], [1.5307, -2.9799, -8.2057], [-4.3101, 6.8894, 10.2656], [-3.0880, 7.6876, 8.2229], [0.8745, 0.2918, -4.3949], [4.6189, -8.9852, -0.8854], [-1.3058, -0.2366, -2.0629], [4.0652, -1.1968, 1.8014], [0.4573, 2.4095, 3.3097], [6.3901, -1.1582, 1.8292], [-3.6618, 3.0196, -3.1792], [-0.2991, -4.1953, -0.9796], [-0.2252, -0.4340, -10.0632], [-7.1059, 8.7100, -0.6019], [-6.6932, 10.2075, 3.0350], [1.4651, -0.9019, -10.3139], [5.1871, -1.9764, 3.8778], [1.1574, 1.9126, 0.3137], [-5.5092, 5.6817, 0.5048], [-0.4501, 1.1693, -2.6874], [2.0273, 1.7173, 6.6221], [-1.9946, -3.7362, -0.8021], [2.8853, -8.6653, -1.0739], [-0.0268, -2.8903, -10.5519], [5.4131, -6.1846, -0.4522], [-0.4618, -10.3386, -3.5440], [2.1481, 3.2893, 7.4140]]
}

---

{
  "formula": "C32H80O16S8",
  "method": "ωB97M-V with the def2-TZVPD basis set",
  "homo_ev": -8.55,
  "total_energy_ha": -5656.230883,
  "orbital_gap_ev": 8.668,
  "molar_mass_g_mol": 977.5,
  "largest_force_ev_per_a": 5.531,
  "species": ["S", "S", "S", "S", "S", "S", "S", "S", "O", "O", "O", "O", "O", "O", "O", "O", "O", "O", "O", "O", "O", "O", "O", "O", "C", "C", "C", "C", "C", "C", "C", "C", "C", "C", "C", "C", "C", "C", "C", "C", "C", "C", "C", "C", "C", "C", "C", "C", "C", "C", "C", "C", "C", "C", "C", "C", "H", "H", "H", "H", "H", "H", "H", "H", "H", "H", "H", "H", "H", "H", "H", "H", "H", "H", "H", "H", "H", "H", "H", "H", "H", "H", "H", "H", "H", "H", "H", "H", "H", "H", "H", "H", "H", "H", "H", "H", "H", "H", "H", "H", "H", "H", "H", "H", "H", "H", "H", "H", "H", "H", "H", "H", "H", "H", "H", "H", "H", "H", "H", "H", "H", "H", "H", "H", "H", "H", "H", "H", "H", "H", "H", "H", "H", "H", "H", "H"],
  "xyz": [[0.7055, 0.4901, 8.2101], [2.2228, 2.8529, -5.1493], [-0.8438, 3.4612, -0.3110], [3.2384, 4.6862, 1.8372], [1.7603, -2.8210, -5.2519], [-1.7959, 2.2776, -4.6164], [-5.4584, 2.0176, -0.2546], [5.1220, 2.3981, -1.0983], [0.9631, -4.0816, -5.3637], [0.6959, -0.8588, 1.0065], [-4.5500, 3.1109, -0.7620], [4.5533, -3.9710, -0.1858], [-1.0687, 0.4842, 1.0068], [-5.9417, -3.0148, 4.8141], [-2.9042, -5.4304, 1.3569], [-5.6583, -1.1979, 3.4426], [2.1981, 1.3825, -5.6320], [6.0919, 2.3890, -2.2615], [-2.4221, -4.7877, -0.7560], [3.5040, -2.5757, -1.6175], [-1.5315, 1.0149, -3.7628], [4.4414, 5.2351, 2.5435], [0.5340, 0.3811, 9.7131], [0.6940, 3.4962, 0.0410], [1.5036, 2.9699, -3.3667], [-6.3779, -2.0293, 4.2139], [-1.7975, 3.9723, 1.2262], [-3.2003, -5.2865, 0.1349], [-1.1502, -4.3003, -0.4239], [3.8029, -4.8079, -2.2696], [1.8810, -2.0005, -6.9527], [-1.0436, 1.9571, -6.2839], [-1.4350, 4.8298, -1.5127], [3.9227, 3.3170, -4.6110], [-3.5427, 2.0540, -5.0126], [-4.2512, -1.3554, 3.2024], [-3.8353, -2.2284, 2.0471], [3.9085, -3.6740, -1.2699], [-7.8415, -1.7410, 4.2070], [5.1873, -2.9355, 0.5581], [-0.1647, -0.9741, 7.5611], [-5.1335, 1.9414, 1.5606], [-0.5659, -3.7641, -1.7669], [0.0841, 0.1179, -1.0438], [2.5208, 3.2310, 2.8074], [-4.5262, -5.7392, -0.4095], [-4.5713, 0.4290, -0.6335], [4.1920, -2.2222, 1.4220], [0.5197, -1.2474, 2.3722], [2.4856, -0.1643, 7.9223], [1.8047, 5.8098, 2.1052], [-0.1304, -0.0721, 0.4541], [6.1848, 2.7359, 0.4245], [4.6609, 0.5936, -0.7294], [0.6290, -1.5004, -4.5633], [0.9665, -0.0795, 3.3338], [-5.2045, 2.9537, 1.9587], [-3.7253, 1.1333, -5.5667], [3.9500, 4.3824, -4.3826], [-5.2477, -4.9222, -0.3987], [-4.0668, -1.6882, 1.1290], [3.2692, 0.5875, 8.0161], [-4.2762, 0.4492, -1.6826], [-4.3579, -3.1810, 1.9600], [4.7943, -5.2443, -2.3902], [3.4792, -1.5483, 0.9466], [2.7937, -2.2399, -7.4983], [6.9152, 3.4416, 0.0288], [-0.1073, -0.8701, -1.4626], [1.2480, 5.9131, 1.1738], [1.0045, -2.2359, -7.5563], [-5.0188, -0.5498, -0.4610], [0.9828, -0.3770, 4.3823], [-3.7114, -0.4351, 2.9791], [1.1377, -2.1299, 2.5379], [3.0951, -5.5575, -1.9157], [-4.3417, -6.0130, -1.4482], [-1.1472, -3.5576, 0.3739], [5.5776, -2.2123, -0.1580], [-4.1994, 1.3958, 1.6945], [0.1147, -1.0600, 6.5110], [1.6246, 4.0247, -3.1200], [-4.0699, 2.7909, -5.6186], [-0.6941, 0.7600, -1.4565], [-3.8344, -1.5656, 4.1874], [-0.8303, 4.6601, -2.4036], [-0.6918, 2.9767, -6.4410], [3.5765, 0.5116, -0.8037], [4.9057, 0.2903, 0.2885], [-5.9194, 1.2582, 1.8826], [-2.4914, 4.5729, -1.5916], [0.8202, -0.5040, -4.9617], [-0.1889, 1.2841, -6.3523], [2.0109, -0.9208, -6.8788], [0.4305, -3.3432, -1.6325], [2.0875, 2.2882, -2.7483], [-1.2339, -2.9444, -2.0315], [0.4797, 2.6001, -3.3127], [3.6095, -2.9495, 1.9874], [-1.8436, 3.1856, 1.9792], [3.4978, -4.3605, -3.2156], [6.0869, -3.3337, 1.0274], [2.7313, -0.9805, 8.6017], [-4.9134, -6.5418, 0.2182], [-2.8690, 4.0699, 1.0517], [0.7961, -1.4389, -3.4879], [1.4814, 3.1977, 2.4806], [-4.0694, 1.9475, -4.0642], [-0.4891, -4.5939, -2.4695], [0.5115, 0.9109, 3.3401], [-8.2577, -1.7729, 5.2139], [-0.4036, -1.8211, -4.7010], [-3.5743, 0.2944, -0.2140], [5.7722, 3.2515, 1.2917], [-0.5138, -1.4627, 2.6435], [2.7764, 2.1770, 2.6983], [-2.7648, -2.4240, 2.1104], [4.5492, 3.0539, -5.4633], [-1.7851, 1.6367, -7.0157], [-0.5086, -5.1080, -0.0716], [4.7693, -1.5149, 2.0174], [1.0897, 0.4751, -1.2658], [1.9901, 0.0435, 2.9800], [-8.1639, -2.5798, 3.5902], [2.4474, -0.5248, 6.8944], [6.6955, 1.7976, 0.6406], [4.2820, 2.7356, -3.7619], [0.0515, -1.9292, 8.0398], [-1.3499, 4.9114, 1.5516], [2.2759, 6.7594, 2.3587], [4.9034, -0.1335, -1.5043], [1.1262, 5.3833, 2.8441], [-1.3029, 5.8072, -1.0488], [2.6477, 3.4110, 3.8749], [-1.2284, -0.7370, 7.5820], [-8.2296, -0.7926, 3.8356]]
}